i) Entry from the Open Molecules 2025 dataset: the ion C3H2IN2 with charge +1 (ωB97M-V with the def2-TZVPD basis set).

SMILES = I/C=N/C1=[N+]=C1
E_LUMO = -0.1964 Ha
HOMO energy = -14.5 eV
charge = +1
frontier orbital gap = 9.204 eV

Geometry (Å):
N 0.01 0.46 0.29
H -0.32 -1.97 -2.23
I -0.97 2.90 1.75
N 1.36 -0.88 -1.35
C 0.13 -1.25 -1.60
H -0.25 0.16 2.20
C -0.36 0.95 1.45
C 0.40 -0.39 -0.52

=====

ii) Entry from the Open Molecules 2025 dataset: a structure of composition C3H2IN2 (ωB97M-V with the def2-TZVPD basis set).

E_LUMO = -0.2861 Ha
HOMO energy = -15.7 eV
charge = +1
frontier orbital gap = 7.890 eV

Geometry (Å):
C 0.43 -0.36 -0.41
C -0.81 1.41 0.01
I 2.37 -0.90 -0.02
H 0.31 -0.36 -1.51
N -1.32 0.52 0.89
C -0.56 -0.50 0.69
N 0.03 1.68 -0.80
H -0.44 -1.50 1.17

=====

iii) Entry from the Open Molecules 2025 dataset: the ion C3H2IN2 with charge +1 (ωB97M-V with the def2-TZVPD basis set).

SMILES = I/C=N/C1=[N+]=C1
E_LUMO = -0.2411 Ha
HOMO energy = -14.8 eV
charge = +1
frontier orbital gap = 8.216 eV

Geometry (Å):
N 0.62 1.05 -0.22
C -0.68 0.97 -0.24
H -1.38 -1.27 -0.21
N -1.99 1.04 -0.13
C 1.12 -0.04 0.27
H 0.80 -0.76 1.02
I 2.96 -0.82 -0.39
C -1.45 -0.17 -0.10

=====

iv) Entry from the Open Molecules 2025 dataset: the ion C3H2IN2 with charge +1 (ωB97M-V with the def2-TZVPD basis set).

E_LUMO = -0.2774 Ha
HOMO energy = -15.1 eV
charge = +1
frontier orbital gap = 7.534 eV

Geometry (Å):
I 2.24 1.07 -0.04
H -0.07 0.81 -1.38
C -0.59 0.36 0.60
N -0.93 -0.88 1.14
N 0.53 -1.31 -0.70
C 0.28 0.15 -0.56
H -1.12 1.25 0.79
C -0.34 -1.46 0.15

=====

Bottom line: i), by a margin of 0.0485 hartree.

=====

i) Entry from the Open Molecules 2025 dataset: a cluster of 2 separate species, CH3NO3 in total (ωB97M-V with the def2-TZVPD basis set).

E_LUMO (spin up / spin down) = -0.0194 / -0.0432 Ha
HOMO energy (spin up / spin down) = -11.0 / -9.3 eV
frontier orbital gap (spin up / spin down) = 10.481 / 8.142 eV

Geometry (Å):
O 2.61 -0.58 0.17
O 1.09 -0.11 0.30
H -1.77 -0.48 0.10
O 0.23 -0.52 2.39
C 0.46 -0.23 1.30
N -1.24 0.38 -0.05
H -0.75 0.41 -0.94
H 2.75 -0.86 -0.77

=====

ii) Entry from the Open Molecules 2025 dataset: the molecule CH3NO3 (ωB97M-V with the def2-TZVPD basis set).

SMILES = O=[N+]([O-])CO
E_LUMO = -0.0006 Ha
HOMO energy = -11.0 eV
frontier orbital gap = 10.970 eV

Geometry (Å):
O 1.97 0.70 -0.36
H -0.52 1.25 -0.68
N 1.08 -0.01 -0.07
O 1.12 -1.21 0.03
H -1.45 -1.24 0.28
H -0.64 0.65 1.20
C -0.29 0.57 0.09
O -1.27 -0.72 -0.49

=====

Bottom line: ii), by a margin of 0.0490 hartree.